Formula: C35H32Cl42F2NO5PS
Source: the OMol25 dataset
Level of theory: the ωB97M-V functional and the def2-TZVPD basis

Computed properties:
* frontier orbital gap: 7.060 eV

CARTESIAN COORDINATES (ANGSTROEM)
C  9.07150  0.51373  -2.28912
O  7.65555  0.43866  -2.63551
C  6.91702  1.24688  -1.67305
C  5.33116  0.94168  -1.80896
C  4.61445  0.81107  -0.37780
C  3.26618  -0.02462  -0.55366
C  3.10283  -1.36005  0.25840
C  1.82542  -2.23959  0.13930
C  0.68608  -1.74740  -0.78863
C  0.85505  -0.39895  -1.58496
C  2.14631  0.47419  -1.50454
N  2.19161  1.69545  -2.33862
C  1.91672  2.71435  -1.55402
S  2.08844  4.22020  -0.84621
C  -0.39293  0.03252  -2.49580
O  -0.20631  0.56188  -3.62957
C  -1.83518  -0.29781  -1.89122
C  -2.00124  -1.66437  -1.13276
C  -3.33326  -2.14329  -0.52128
C  -4.59142  -1.24201  -0.63644
F  -5.84241  -1.64014  -0.06013
C  -4.44601  0.13553  -1.37982
P  -6.05880  1.17299  -1.48891
O  -6.51839  1.71457  0.07807
O  -7.22297  0.02490  -2.06556
C  -3.08177  0.61210  -1.98749
C  -2.99286  2.06246  -2.70975
C  -3.00353  3.14358  -1.48816
F  -4.04783  2.27855  -3.65875
C  -0.68221  -2.57235  -0.99943
O  -0.73456  -3.82386  -1.07922
H  9.26015  1.17003  -1.36534
H  9.70083  0.95309  -3.13900
H  9.49663  -0.53308  -2.06670
H  7.13175  2.35508  -1.92152
H  7.23333  0.95238  -0.60601
H  4.84825  1.80528  -2.37831
H  5.19834  -0.00840  -2.42907
H  5.28693  0.24429  0.36246
H  4.39243  1.83498  0.10767
H  3.91830  -1.74387  0.96582
H  1.69568  -3.22838  0.69607
H  -3.39318  -3.14466  0.04436
H  -5.71099  1.66695  0.64000
H  -7.86091  0.50207  -2.63801
H  -2.00543  2.20436  -3.27201
H  -2.58198  2.58476  -0.56452
H  -4.06732  3.45506  -1.19295
H  -2.29877  4.02349  -1.67507
C  -2.10022  -6.28029  0.53830
Cl  -2.78308  -7.39371  -0.65368
Cl  -3.38341  -5.57234  1.53139
Cl  -0.91198  -7.10716  1.55567
H  -1.59577  -5.47491  0.00584
C  1.81292  6.38445  -4.62696
Cl  0.59307  5.70249  -3.54165
Cl  1.56493  8.12487  -4.82634
Cl  3.44112  6.05396  -4.01775
H  1.70858  5.90982  -5.60076
C  -5.61837  -5.04951  -2.57696
Cl  -5.19669  -5.71932  -4.15960
Cl  -5.68020  -6.32696  -1.35665
Cl  -4.46050  -3.79881  -2.09505
H  -6.60472  -4.59428  -2.64967
C  -5.00649  -6.49833  4.92750
Cl  -6.21762  -7.76911  5.14781
Cl  -5.77030  -5.00066  4.37708
Cl  -4.11194  -6.22476  6.43086
H  -4.30216  -6.82469  4.16399
C  7.89847  3.96977  1.23695
Cl  8.48062  2.29918  1.16179
Cl  9.04624  5.06369  0.45235
Cl  6.30052  4.10490  0.48893
H  7.81276  4.25555  2.28177
C  -0.62348  -7.59144  6.91412
Cl  0.86514  -7.41894  7.85540
Cl  -0.26961  -7.56940  5.18067
Cl  -1.47035  -9.08017  7.35707
H  -1.27224  -6.74774  7.14143
C  -6.69086  5.64897  -1.14636
Cl  -5.69003  4.86970  0.08657
Cl  -7.30298  7.20228  -0.55896
Cl  -5.77447  5.86721  -2.64342
H  -7.54122  5.00267  -1.35599
C  4.41149  -5.48632  -0.36702
Cl  2.78153  -5.54931  0.31774
Cl  4.87026  -3.82089  -0.76349
Cl  5.58016  -6.20152  0.75220
H  4.41704  -6.06944  -1.28595
C  -4.56016  -9.13663  -6.42342
Cl  -5.51101  -7.89175  -7.24772
Cl  -5.24545  -9.49049  -4.83075
Cl  -4.47723  -10.60658  -7.40488
H  -3.54866  -8.75952  -6.28503
C  -7.72720  -4.25402  1.22996
Cl  -7.93849  -5.76097  2.13282
Cl  -8.99244  -4.07816  0.00532
Cl  -7.72779  -2.86641  2.32846
H  -6.76370  -4.29012  0.72362
C  5.29175  6.07974  4.18930
Cl  4.55451  7.61759  3.72217
Cl  4.44335  4.72681  3.42251
Cl  7.01098  6.06444  3.76882
H  5.20323  5.97120  5.26860
C  1.85812  10.09179  5.77330
Cl  3.31183  10.25701  6.76858
Cl  2.27159  10.15210  4.05400
Cl  1.01001  8.58695  6.15640
H  1.19444  10.92523  5.99524
C  -5.80041  9.56811  1.89905
Cl  -7.01852  8.92522  3.00997
Cl  -6.03408  11.30544  1.65711
Cl  -4.17069  9.23819  2.50425
H  -5.91611  9.06999  0.93845
C  9.82200  -1.46315  1.33220
Cl  10.40302  -3.13228  1.25781
Cl  10.97153  -0.36908  0.54772
Cl  8.22280  -1.32785  0.58400
H  9.73603  -1.17652  2.37864